60
Properties=species:S:1:pos:R:3:forces:R:3:mulliken_charge:R:1 method="wB97M-V/def2-TZVPD" spin_multiplicity=4 e_above_lowest_kcal_mol=17.0 homo_lumo_gap_ev="6.290 / 6.383" homo_ev="-7.014 / -7.108"
Co 0.0060 0.8266 0.6150 0.63 1.02 -0.44 -0.04
C -2.0720 -0.2206 1.2069 -0.11 -0.30 0.36 -0.35
C -2.1929 -1.1848 0.2080 0.01 -0.10 0.06 -0.32
C -1.3103 -2.2498 0.1563 -0.13 -0.01 0.13 -0.19
C -0.3080 -2.3717 1.1089 0.03 -0.02 0.04 -0.80
C -0.1755 -1.4209 2.1084 -0.12 -0.04 0.10 -0.25
C -1.0539 -0.3286 2.1714 -0.69 -0.68 0.43 -0.96
H -2.8353 0.5385 1.3093 0.17 0.15 -0.07 0.64
H -2.9943 -1.1001 -0.5120 -0.04 0.01 -0.06 0.46
H -1.4168 -3.0025 -0.6115 -0.01 -0.07 -0.07 0.46
H 0.3575 -3.2223 1.0862 0.08 -0.01 -0.02 0.41
H 0.5706 -1.5503 2.8810 0.08 0.09 -0.05 0.47
H -1.0606 0.3180 3.0426 0.18 0.15 -0.21 0.55
N 3.3475 1.1860 1.3794 0.47 -0.06 0.04 -0.03
C 3.0159 0.4008 0.3292 -0.50 -0.45 -0.56 0.38
N 3.8796 -0.2155 -0.4851 0.58 0.55 0.70 -0.77
N 3.1368 -0.8611 -1.3552 -0.39 -0.36 -0.43 -0.69
N 1.8844 -0.6722 -1.1038 0.76 -0.65 0.07 -0.09
N 1.7525 0.1264 -0.0439 0.72 0.10 0.33 0.59
C 2.4314 1.9217 2.0831 -1.06 0.62 0.46 0.20
N 2.7318 2.7577 3.0645 1.01 -0.66 -0.58 -0.53
N 1.5687 3.2506 3.4578 -0.41 0.63 0.60 -0.69
N 0.6053 2.7671 2.7717 -0.63 0.09 0.38 -0.38
N 1.0936 1.9116 1.8742 1.01 -0.57 -0.17 1.06
H 4.3236 1.3496 1.5718 -0.09 -0.01 -0.05 0.26
C 1.3666 -0.1527 -5.0601 0.45 0.13 -0.32 -0.82
N 0.4035 -1.2967 -4.7409 -0.01 -0.06 -0.27 0.20
C -0.9821 -0.8741 -5.2204 -0.42 -0.08 -0.41 -0.83
N -1.3729 0.3636 -4.6725 -0.17 0.04 -0.39 0.19
C -0.4121 1.4016 -5.0070 -0.05 0.08 -0.24 -1.01
N 0.9141 1.0678 -4.5259 0.04 0.23 -0.32 0.17
C 1.0212 1.1394 -3.0828 0.14 0.06 0.63 -0.73
P -0.0512 -0.1094 -2.1833 -0.95 0.16 -1.30 2.48
C 0.3977 -1.5841 -3.2908 -0.03 -0.05 1.12 -1.54
C -1.5915 0.2928 -3.2341 0.05 -0.04 0.56 -1.57
H 1.4237 -0.0873 -6.1515 -0.04 -0.14 0.08 0.35
H 2.3424 -0.4161 -4.6432 -0.13 -0.09 -0.03 0.44
H 0.6989 -2.1338 -5.2519 -0.05 0.18 0.05 0.34
H -1.6884 -1.6584 -4.9310 0.20 0.01 -0.02 0.39
H -0.9333 -0.8043 -6.3113 0.12 -0.08 0.07 0.36
H -0.7294 2.3404 -4.5538 0.02 -0.03 -0.03 0.41
H -0.3795 1.5213 -6.0947 -0.01 -0.01 0.04 0.29
H 0.7225 2.1398 -2.7587 0.01 -0.19 -0.02 -0.25
H 2.0688 0.9967 -2.8119 -0.09 0.03 0.07 0.56
H -0.3239 -2.3833 -3.0960 0.04 0.00 -0.15 0.36
H 1.3893 -1.9257 -2.9870 -0.05 0.01 -0.16 0.52
H -1.9987 1.2484 -2.8997 0.02 -0.08 0.00 0.60
H -2.3537 -0.4677 -3.0388 -0.05 -0.03 0.02 0.36
C -3.3606 3.7399 1.3336 0.42 0.33 0.10 -0.27
S -1.8983 4.4879 2.1245 -0.49 -0.19 0.05 -0.05
C -0.7978 4.7233 0.7870 0.22 -0.33 -0.41 0.32
C -0.5062 3.8990 -0.2507 0.33 1.25 0.35 -0.21
S -1.1637 2.3573 -0.6261 -0.45 -0.51 -0.26 -0.52
S 0.6644 4.5475 -1.4140 -0.28 0.15 0.64 -0.01
C 0.9827 6.0605 -0.6120 -0.18 -0.12 0.04 0.03
S 1.9724 7.2024 -1.2274 0.16 0.11 0.01 -0.25
S 0.0902 6.2356 0.8746 0.06 -0.23 -0.50 -0.12
H -4.1036 3.6557 2.1196 -0.09 0.05 0.10 0.39
H -3.1045 2.7649 0.9376 -0.14 -0.02 -0.01 -0.27
H -3.7207 4.3827 0.5388 -0.14 0.03 -0.11 0.28

43
Properties=species:S:1:pos:R:3:forces:R:3:mulliken_charge:R:1 method="wB97M-V/def2-TZVPD" e_above_lowest_kcal_mol=428.9 homo_lumo_gap_ev=8.646 homo_ev=-8.019
C 4.3088 2.7269 2.4862 15.63 -3.80 -5.48 -1.51
H 4.2699 1.9190 3.1259 0.98 -2.30 0.94 0.52
O 4.3594 2.3573 1.0021 5.67 5.92 6.19 -0.36
C 3.5435 1.5399 0.6039 -4.04 -2.61 -2.41 1.04
C 2.4251 1.1577 1.3674 0.50 -3.10 -1.80 -0.83
C 1.7405 0.0732 0.7504 3.79 3.11 -2.33 -0.56
C 2.0084 -0.3624 -0.4810 1.10 2.78 -7.81 0.12
C 2.9962 0.3542 -1.4242 1.47 -1.77 1.22 -0.40
C 3.8665 1.2437 -0.7897 -8.94 -4.94 3.07 -1.09
H 4.6270 1.5951 -1.2185 6.07 3.16 -3.04 0.74
H 3.3043 -0.1134 -2.5393 -1.29 1.47 3.15 0.15
C 1.1835 -1.2381 -1.5031 -5.55 12.35 4.77 0.36
O 1.4291 -2.2862 -1.4935 6.74 -18.10 -1.56 -0.40
N -0.1336 -1.0186 -1.8607 -0.35 10.21 2.89 0.03
C -0.7390 0.4871 -1.6665 1.62 -7.41 12.79 -2.08
H -0.6599 0.7901 -2.5169 0.05 4.63 -9.58 1.02
H -0.1318 0.9604 -0.8089 -0.39 -0.30 -2.05 0.27
C -2.1005 0.2848 -0.9763 -1.30 3.15 -11.04 0.61
C -2.3072 -0.0471 0.2658 5.47 -6.95 9.94 0.76
C -1.4751 -1.2098 0.9827 -4.28 6.12 -4.69 -0.24
C -1.6594 -1.2916 2.2899 9.20 -11.60 -4.25 -0.71
C -2.3132 -0.7386 3.1235 -11.77 10.46 10.30 -0.49
C -3.1181 0.3729 2.4963 -1.20 -0.82 8.76 -0.07
C -2.9154 0.6004 1.2656 -3.87 6.68 -7.75 -0.66
H -3.5849 1.7342 0.5505 1.57 -2.92 2.52 -0.02
H -3.8790 1.0485 3.1564 2.14 -1.77 -1.70 0.23
H -2.6497 -0.7717 4.3394 1.81 -0.84 -3.66 0.20
H -1.1410 -2.2711 2.5756 -0.13 1.21 0.46 0.14
H -0.8084 -1.7787 0.4606 1.42 -1.51 -1.28 0.82
C -3.0253 -0.6803 -1.8618 0.63 -0.30 1.47 -1.63
C -2.3442 -1.9915 -2.2041 -1.65 -2.43 4.77 -0.23
C -0.9439 -1.7055 -2.6561 -0.07 -6.50 -0.90 -1.01
H -0.9897 -1.4623 -3.6752 0.26 0.87 -1.88 0.36
H -0.4331 -2.7209 -2.5551 -0.71 0.55 -1.12 0.39
H -2.3123 -2.4726 -1.0568 0.23 0.11 -3.13 0.13
H -2.9084 -2.7216 -2.9441 1.07 1.70 1.62 0.36
H -4.0589 -0.5884 -1.5549 -0.14 -0.81 0.61 0.45
H -3.0522 -0.4066 -2.8134 -0.31 3.06 -4.26 0.66
H -2.5179 1.3095 -1.2048 -0.31 -0.66 0.61 0.47
H 1.0376 -0.4443 1.1359 -4.96 -2.94 3.58 1.21
H 2.2827 1.0889 2.4342 0.43 1.16 0.21 0.26
H 3.5864 3.1378 2.6748 -14.17 8.43 2.71 0.78
H 5.2330 3.5399 2.7179 -2.39 -2.75 -0.86 0.23

17
Properties=species:S:1:pos:R:3:forces:R:3:mulliken_charge:R:1 method="wB97M-V/def2-TZVPD" e_above_lowest_kcal_mol=39.2 homo_lumo_gap_ev=9.881 smiles="C=CN.NCN" homo_ev=-8.915
C -1.4482 -1.8032 -1.8023 0.54 -0.25 -0.11 -0.78
C -2.1933 -1.9292 -0.7178 -1.20 0.97 -0.48 0.06
N -2.1288 -1.1849 0.4840 0.47 -0.57 0.34 -0.48
H -0.5881 -1.1492 -1.8916 0.01 0.00 0.18 0.21
H -1.6847 -2.4116 -2.6624 0.07 -0.07 -0.06 0.24
H -3.1091 -2.5039 -0.8294 0.12 -0.28 0.28 0.33
H -1.1914 -0.9992 0.7987 0.00 0.13 -0.02 0.22
H -2.7044 -0.3585 0.5098 -0.09 -0.02 -0.05 0.24
N 1.1479 0.2865 0.9031 0.23 -0.51 1.32 -0.46
C 2.1924 1.1719 0.4601 -0.60 0.09 -1.04 -0.41
N 1.9404 2.5945 0.4967 0.22 0.83 0.57 -0.59
H 0.3572 -0.0143 0.3646 0.23 0.59 -0.66 0.15
H 0.8763 0.5012 1.8515 -0.17 -0.15 -0.02 0.18
H 2.4177 0.9447 -0.5838 0.15 -0.31 0.11 0.31
H 3.0790 0.9850 1.0673 0.01 0.01 -0.11 0.31
H 1.9774 2.9616 1.4400 0.06 -0.06 0.00 0.22
H 1.0599 2.9088 0.1115 -0.04 -0.40 -0.24 0.22

56
Properties=species:S:1:pos:R:3:forces:R:3:mulliken_charge:R:1 method="wB97M-V/def2-TZVPD" spin_multiplicity=2 homo_lumo_gap_ev="10.519 / 5.420" total_charge=+1 homo_ev="-13.347 / -13.243"
C 0.7745 0.8599 -2.5899 0.71 2.18 -2.63 -0.51
N -0.2964 1.1263 -1.6715 1.43 -4.35 -0.86 0.03
C -0.0003 0.4637 -0.3498 -0.41 3.01 -0.22 3.29
C -0.1850 -1.0361 -0.4814 0.26 -0.87 0.66 0.11
C -0.3679 -1.7225 0.8964 -1.22 1.42 0.65 -0.25
O -1.4754 -2.0216 1.2561 0.42 -1.00 -0.32 -0.17
C -0.9103 1.1416 0.7205 0.24 -2.78 1.11 -0.86
O -0.3405 0.6093 1.9334 -0.32 0.24 -0.19 -0.63
H 1.5614 0.1309 -2.4465 -0.03 -0.04 1.64 0.16
H 0.4733 0.5384 -3.6033 -0.84 0.65 0.36 0.36
H 1.2685 1.8812 -2.7602 -0.25 -1.04 0.13 0.36
H -1.1777 0.8588 -2.1851 -0.95 1.25 1.09 0.40
H 1.0381 0.7403 -0.2272 0.16 -0.02 0.57 -2.26
H -1.0379 -1.1899 -1.1575 0.25 -0.59 0.43 0.39
H 0.7304 -1.5880 -0.7192 0.05 0.75 -1.20 -0.38
H 0.4925 -1.7984 1.5912 -0.15 -0.29 -0.81 0.25
H -0.8570 2.2127 0.8503 -0.18 0.18 -0.87 0.51
H 3.9609 1.7114 -0.8384 0.22 0.27 0.06 0.28
H 2.6575 2.3221 -0.2271 -0.04 0.55 0.06 0.30
O 3.2064 1.5195 -0.2762 0.00 0.01 -0.19 -0.58
H -2.2833 -1.8548 3.8728 0.07 -0.89 0.02 0.31
H -3.2541 -1.9478 2.5980 0.40 -0.67 0.29 0.31
O -2.8429 -1.3947 3.2600 -0.67 1.92 0.15 -0.61
H 3.3807 0.7874 1.8202 0.49 -0.05 -0.19 0.37
H 2.0110 0.2574 1.5671 -0.33 -0.17 -0.09 0.17
O 2.8182 0.0382 2.0358 -0.21 -0.11 0.34 -0.73
H -2.5468 -4.3479 -0.2594 0.31 0.09 -0.04 0.31
H -2.1499 -3.2336 -1.2872 0.23 -0.12 0.23 0.29
O -2.8633 -3.7879 -0.9722 -0.66 -0.19 -0.23 -0.62
H 1.9699 -2.7734 -2.5808 0.10 -0.06 -0.38 0.30
H 0.7033 -3.2784 -2.0429 -0.39 -0.44 0.06 0.36
O 1.1205 -3.1175 -2.8909 0.32 0.46 0.33 -0.61
H -1.0619 0.2615 2.4824 -0.04 0.07 0.16 0.43
H -4.4279 -1.9106 -0.4536 0.49 -0.37 -0.36 0.25
O -2.2237 0.6918 0.5311 0.38 1.16 0.37 -0.56
H -2.2872 -0.2517 0.7613 0.14 -0.11 -0.20 0.47
H -4.1727 -0.6211 0.2270 0.12 0.29 -0.25 0.29
O -3.7865 -1.1843 -0.4600 -1.00 0.03 0.48 -0.43
H 3.5691 -0.7579 -1.9816 0.17 -0.18 0.13 0.33
H 2.8597 -0.0142 -0.8468 0.39 0.22 0.33 0.29
O 3.0023 -0.9000 -1.2144 -0.12 -0.78 -0.56 -0.54
H -0.8001 3.6118 -0.9090 -0.53 0.11 -0.03 0.34
H -1.5524 4.3712 0.2787 -0.30 -0.08 -0.38 0.33
O -0.7203 4.2291 -0.1796 0.07 0.54 0.18 -0.68
H 0.6604 2.3375 3.3026 -0.32 -0.56 -0.11 0.31
H 1.9160 1.3671 3.1254 -0.55 -0.14 0.24 0.38
O 1.5618 2.1574 3.5561 0.83 0.76 0.10 -0.68
H 2.7791 -2.5351 0.1970 0.07 -0.26 -0.23 0.33
H 2.5620 -2.4062 1.6366 0.12 -0.10 0.52 0.31
O 2.3337 -3.0043 0.9185 0.11 0.47 -0.39 -0.65
H -3.4906 1.2357 -1.6316 -0.58 0.29 0.92 0.31
H -3.2721 -0.1332 -2.2788 -0.38 -0.05 0.33 0.32
O -3.0048 0.7909 -2.3049 1.23 -0.30 -1.54 -0.71
H 1.5827 3.0274 1.3741 0.25 0.37 0.21 0.36
H 0.7833 4.0290 0.5075 0.43 -0.24 -0.27 0.39
O 1.6117 3.5018 0.5273 0.02 -0.44 0.39 -0.81

36
Properties=species:S:1:pos:R:3:forces:R:3:mulliken_charge:R:1 method="wB97M-V/def2-TZVPD" e_above_lowest_kcal_mol=39.6 homo_lumo_gap_ev=9.509 smiles="C=CCOc1cccc([C@H]2NC(=O)c3ccccc3O2)c1" homo_ev=-8.858
C -1.3165 -3.2322 0.4248 0.02 -0.07 -0.01 -0.76
C -2.4482 -2.6109 0.1539 -0.17 0.22 0.04 -0.02
C -3.2241 -1.7940 1.1473 0.02 -0.31 0.23 -0.56
H -4.0544 -2.3943 1.5381 0.17 0.13 0.00 0.27
O -3.8644 -0.6690 0.5731 -0.13 0.10 -0.11 -0.45
C -3.1050 0.3529 0.1035 0.18 0.28 -0.09 0.55
C -3.8044 1.4362 -0.4353 0.00 -0.14 0.04 -0.63
C -3.1243 2.5252 -0.9365 -0.11 -0.04 0.03 -0.58
C -1.7380 2.5612 -0.9149 0.29 -0.09 0.05 -0.92
C -1.0416 1.4915 -0.3801 0.01 0.16 -0.11 -0.18
C -1.7169 0.3918 0.1336 -0.12 -0.18 0.13 0.28
H -1.1384 -0.4272 0.5272 0.02 -0.08 0.04 0.21
C 0.4658 1.4861 -0.3165 -0.03 0.72 -0.10 0.22
N 0.8960 1.5833 1.0613 -0.29 -0.11 -0.02 0.00
C 2.1425 1.2324 1.4818 -0.18 0.07 0.04 0.46
O 2.5274 1.4449 2.6123 0.24 0.04 0.15 -0.69
C 2.9132 0.4985 0.4529 -0.07 -0.09 -0.21 0.42
C 4.2535 0.1848 0.6511 -0.10 0.01 -0.06 -0.63
C 4.9251 -0.6074 -0.2586 0.11 0.03 0.11 -0.59
C 4.2501 -1.1132 -1.3610 -0.12 0.03 -0.01 -0.35
C 2.9180 -0.8106 -1.5733 -0.19 0.05 0.00 -0.52
C 2.2473 0.0120 -0.6756 0.36 0.07 0.10 0.23
O 0.9323 0.2925 -0.9069 0.11 -0.32 0.00 -0.39
H 2.3813 -1.1957 -2.4257 -0.06 -0.03 -0.11 0.45
H 4.7684 -1.7460 -2.0660 0.03 -0.05 -0.07 0.38
H 5.9667 -0.8445 -0.1065 0.08 -0.02 0.02 0.40
H 4.7389 0.5692 1.5351 0.03 0.02 0.09 0.46
H 0.2861 2.0458 1.7184 0.09 -0.05 0.03 0.26
H 0.8772 2.3423 -0.8928 -0.15 -0.35 0.08 0.20
H -1.2062 3.4115 -1.3136 0.08 0.09 -0.06 0.40
H -3.6760 3.3545 -1.3521 -0.07 0.07 -0.03 0.38
H -4.8819 1.3941 -0.4496 -0.13 0.00 0.00 0.46
H -2.5891 -1.4925 1.9906 -0.06 -0.02 -0.06 0.39
H -2.8994 -2.6684 -0.8273 -0.02 -0.07 -0.17 0.29
H -0.8049 -3.8269 -0.3114 0.05 -0.14 -0.17 0.28
H -0.8564 -3.1780 1.3986 0.08 0.09 0.22 0.27